DFT (wB97M-V/def2-TZVPD) results for a cluster of 2 separate species, C4H9NO2 in total at a distorted geometry.

Structure (XYZ):
```
16
Properties=species:S:1:pos:R:3:forces:R:3
O 0.6625 -0.9068 0.9279 0.2 -0.2 -0.2
H -2.6782 -1.2502 -0.7373 -0.5 -0.1 -0.2
C -1.2649 1.1041 1.0200 1.0 0.2 -0.1
H -1.5256 -1.4320 0.7360 -0.1 0.4 0.1
H -2.3283 0.7887 1.2912 1.1 -0.4 -0.7
C -1.7229 -1.1055 -0.2785 0.1 -1.3 -0.9
H 3.0705 0.5806 -1.4521 -0.2 0.0 0.2
H -1.3733 2.0849 0.5390 0.1 -0.1 0.0
N -0.7178 -0.7100 -0.9435 -1.2 0.3 0.4
H -0.7948 -0.2974 -1.8643 0.0 -0.1 -0.1
H 2.4999 -0.9805 -0.7869 0.1 0.1 0.0
H -0.7723 1.2390 1.9889 0.1 0.1 -0.2
H 3.0052 0.3070 0.3251 -0.3 0.1 -0.2
C 2.5196 0.1028 -0.6373 0.1 -0.1 0.0
O 1.1782 0.6199 -0.7041 -0.4 0.1 0.3
C 0.2947 -0.1193 0.0721 -0.2 0.9 1.6
```
Positions in Å, forces in eV/Å.

## Properties
Gap between HOMO and LUMO   6.86 eV
ΔE to the lowest compared entry with this formula, charge and spin   562.35 kJ/mol